A.
Computed, not measured: a cluster of 2 separate species, C3H5NOS in total, with the ωB97M-V functional and the def2-TZVPD basis.

Last column: Löwdin charge in e.
Element x y z (Å)
H (-1.138, -1.153, 0.271)  0.07
N (-1.084, 0.627, -0.252)  -0.08
H (-0.888, -0.041, 1.793)  0.10
S (2.300, -0.124, -1.704)  0.85
C (-0.010, 1.322, -0.273)  -0.15
O (1.612, -2.254, -0.242)  0.10
H (0.242, 2.202, -0.850)  0.05
H (0.900, 1.321, 0.312)  0.04
C (-1.372, -0.258, 0.795)  -0.17
H (-2.392, -0.300, 1.082)  0.06
C (1.830, -1.342, -0.932)  -0.88

Computed properties:
**Total charge**: 0
**HOMO**: -9.372 eV
**E_LUMO**: 0.55 eV
**SMILES**: O=C=S.C=NC



B.
Computed, not measured: a cluster of 2 separate species, C3H5NOS in total, with the ωB97M-V functional and the def2-TZVPD basis.

Last column: Löwdin charge in e.
Element x y z (Å)
C (-0.573, -0.578, 0.664)  -0.23
H (3.279, -0.547, 0.069)  -0.22
H (-1.253, 2.219, -0.544)  0.10
C (-1.290, 1.244, -0.107)  -0.13
O (-1.896, -0.650, 0.805)  0.04
H (-3.415, 0.686, 0.316)  0.12
C (-2.359, 0.516, 0.312)  -0.10
H (0.037, -1.400, 0.982)  0.11
N (-0.155, 0.520, 0.125)  0.08
S (2.859, -1.754, -0.281)  0.48
H (1.894, -1.243, -1.033)  -0.24

Computed properties:
**Total charge**: 0
**HOMO**: -9.551 eV
**E_LUMO**: 0.93 eV
**SMILES**: c1cocn1.S



C.
Computed, not measured: the molecule C3H5NOS, with the ωB97M-V functional and the def2-TZVPD basis.

Last column: Löwdin charge in e.
Element x y z (Å)
N (-2.126, 1.391, -0.197)  -0.16
H (0.541, -0.028, -1.487)  0.08
H (1.115, -1.093, -0.201)  0.08
S (-2.861, -0.252, -0.076)  0.89
C (0.994, -0.050, -0.498)  -0.09
H (-3.498, 0.129, 1.144)  0.00
C (-0.957, 1.282, 0.145)  -0.27
H (1.978, 0.412, -0.542)  0.07
H (0.454, 0.661, 1.524)  0.11
C (0.097, 0.608, 0.509)  -0.16
O (-1.760, -1.119, 0.332)  -0.57

Computed properties:
**Total charge**: 0
**HOMO**: -9.041 eV
**E_LUMO**: 0.70 eV



It comes down to B, which is 80.6 kJ/mol more stable than the next structure.



A.
Computed, not measured: the molecule C3H5NOS, with the ωB97M-V functional and the def2-TZVPD basis.

Last column: Löwdin charge in e.
Element x y z (Å)
S (-2.635, 0.305, 1.392)  0.76
H (1.853, 0.478, 0.501)  0.08
C (0.466, 0.091, -1.062)  -0.44
H (2.588, -0.571, -0.775)  0.10
C (1.650, -0.320, -0.205)  -0.02
C (-0.813, 0.376, -0.388)  -0.24
O (0.518, 0.151, -2.272)  0.08
N (-1.074, -0.011, 0.785)  -0.36
H (-1.545, 0.878, -1.010)  0.11
H (-2.290, -0.286, 2.532)  -0.15
H (1.281, -1.090, 0.502)  0.08

Computed properties:
**Total charge**: 0
**HOMO**: -9.582 eV
**E_LUMO**: -0.07 eV
**SMILES**: CC(=O)/C=N/S



B.
Computed, not measured: the molecule C3H5NOS, with the ωB97M-V functional and the def2-TZVPD basis.

Last column: Löwdin charge in e.
Element x y z (Å)
C (0.942, 0.201, 1.026)  0.07
H (1.259, 0.280, -0.138)  0.07
C (-0.349, -0.213, 1.383)  -0.15
C (-1.460, -0.205, 0.509)  -0.24
H (-0.539, -0.389, 2.541)  0.14
H (1.670, 0.475, -2.647)  -0.03
N (1.025, -0.205, -2.236)  -0.51
S (-0.465, 0.182, -2.350)  0.82
H (-2.378, -0.720, 0.923)  0.14
H (1.772, 0.463, 1.711)  0.06
O (-1.476, 0.130, -0.722)  -0.36

Computed properties:
**Total charge**: 0
**HOMO (spin up / spin down)**: -7.285 / -7.292 eV
**E_LUMO (spin up / spin down)**: -1.10 / -1.10 eV



It comes down to A, which is 344.7 kJ/mol more stable than the next structure.



A.
Computed, not measured: a structure of composition C3H5NOS, with the ωB97M-V functional and the def2-TZVPD basis.

Last column: Löwdin charge in e.
Element x y z (Å)
H (1.954, 1.954, -0.761)  0.06
C (-0.975, -0.829, 1.187)  -0.24
H (0.797, 1.022, -1.781)  0.09
S (-1.009, -2.489, -0.363)  0.69
H (-1.947, -0.607, 1.136)  0.03
H (-0.388, -1.327, 1.929)  0.09
C (0.960, 1.674, -0.918)  -0.06
O (0.073, -3.423, -0.103)  -0.71
N (0.254, 1.166, 0.258)  0.10
H (0.572, 2.670, -1.284)  0.10
C (-0.291, 0.187, 0.700)  -0.15

Computed properties:
**Total charge**: 0
**HOMO (spin up / spin down)**: -6.943 / -7.002 eV
**E_LUMO (spin up / spin down)**: -0.32 / -0.35 eV



B.
Computed, not measured: the molecule C3H5NOS, with the ωB97M-V functional and the def2-TZVPD basis.

Last column: Löwdin charge in e.
Element x y z (Å)
C (-0.449, -1.176, 0.226)  -0.27
C (-2.262, -1.230, -1.454)  0.13
S (2.266, -0.291, 0.134)  0.86
O (2.816, 1.017, -0.198)  -0.61
H (2.404, -0.325, 1.558)  0.00
C (0.377, -0.078, 0.529)  -0.34
N (-1.249, -1.308, -0.754)  -0.03
H (-0.200, -1.953, 0.897)  0.11
H (0.412, 0.196, 1.578)  0.08
H (0.129, 0.742, -0.085)  0.07
H (-2.573, -1.243, -2.443)  0.02

Computed properties:
**Total charge**: 0
**HOMO (spin up / spin down)**: -7.724 / -7.725 eV
**E_LUMO (spin up / spin down)**: 0.46 / 0.46 eV



It comes down to A, which is 49.2 kJ/mol more stable than the next structure.



A.
Computed, not measured: the ion C2H7N2OS with charge +1, with the ωB97M-V functional and the def2-TZVPD basis.

Last column: Löwdin charge in e.
Element x y z (Å)
H (1.030, -1.986, 1.083)  0.12
C (0.327, -0.184, 0.402)  -0.27
O (0.974, 1.954, 1.278)  0.04
N (0.245, 1.108, 0.407)  0.00
C (-0.541, -0.773, -0.999)  -0.40
H (1.253, 2.805, 0.891)  0.14
H (-2.740, -0.297, -1.966)  -0.11
S (-1.605, 0.408, -1.896)  0.78
H (-0.577, 1.580, -0.177)  0.15
H (0.325, -1.123, -1.455)  0.04
H (1.612, -0.758, 1.892)  0.15
H (-1.188, -1.706, -0.699)  0.12
N (0.886, -1.027, 1.238)  0.23

Computed properties:
**Total charge**: +1
**HOMO**: -14.073 eV
**E_LUMO**: -3.30 eV
**SMILES**: N/C(CS)=[NH+]\O



B.
Computed, not measured: the ion C2H7N2OS with charge +1, with the ωB97M-V functional and the def2-TZVPD basis.

Last column: Löwdin charge in e.
Element x y z (Å)
S (-2.725, 0.331, -0.045)  0.87
C (-0.122, -0.428, -0.001)  -0.30
N (-0.996, 0.518, -0.171)  -0.31
H (-1.317, -2.050, 0.126)  0.11
H (2.012, -0.217, -0.856)  0.13
H (-3.015, 1.028, -1.149)  -0.11
C (1.577, 0.187, 0.060)  -0.09
N (-0.368, -1.695, 0.166)  0.20
O (1.514, 1.543, 0.016)  -0.02
H (1.998, -0.261, 0.956)  0.12
H (-0.613, 1.463, -0.249)  0.12
H (1.679, 1.950, 0.875)  0.13
H (0.377, -2.369, 0.272)  0.14

Computed properties:
**Total charge**: +1
**HOMO**: -14.114 eV
**E_LUMO**: -3.38 eV
**SMILES**: N/C(CO)=[NH+]\S



It comes down to B, which is 194.5 kJ/mol more stable than the next structure.



A.
Computed, not measured: a cluster of 2 separate species, C8H10F6O4 in total, with the ωB97M-V functional and the def2-TZVPD basis.

Last column: Löwdin charge in e.
Element x y z (Å)
F (-35.445, -65.356, -123.204)  0.17
O (-34.700, -71.184, -127.602)  -0.01
C (-34.264, -64.949, -122.744)  -0.49
H (-33.472, -70.730, -125.975)  0.15
H (-30.787, -66.953, -123.783)  0.20
H (-28.984, -65.409, -123.026)  0.09
C (-33.902, -70.276, -126.933)  -0.27
H (-32.969, -69.843, -127.456)  0.16
C (-30.779, -65.769, -123.444)  -0.15
O (-32.027, -65.499, -122.730)  0.02
C (-29.816, -65.483, -122.312)  -0.07
F (-34.279, -63.599, -122.930)  0.14
O (-33.198, -72.909, -127.202)  0.13
C (-34.239, -72.505, -127.751)  -0.27
H (-30.740, -64.924, -124.255)  0.17
C (-35.131, -73.421, -128.588)  -0.45
F (-34.466, -73.905, -129.714)  0.13
F (-36.232, -72.893, -128.947)  0.23
H (-29.735, -64.471, -121.862)  0.10
H (-35.117, -68.747, -127.540)  0.07
O (-33.183, -66.207, -124.536)  0.09
F (-34.279, -65.202, -121.387)  0.13
F (-35.411, -74.463, -127.592)  0.06
H (-35.680, -69.531, -126.192)  0.01
H (-34.447, -68.486, -125.866)  0.13
H (-29.800, -66.153, -121.600)  0.02
C (-33.072, -65.604, -123.429)  -0.42
C (-34.899, -69.229, -126.651)  -0.06

Computed properties:
**Total charge**: 0
**HOMO**: -11.179 eV
**E_LUMO**: 0.48 eV
**SMILES**: CCOC(=O)C(F)(F)F.CCOC(=O)C(F)(F)F



B.
Computed, not measured: a cluster of 2 separate species, C8H10F6O4 in total, with the ωB97M-V functional and the def2-TZVPD basis.

Last column: Löwdin charge in e.
Element x y z (Å)
O (-1.282, -3.802, -0.411)  0.18
F (1.856, 1.872, 1.792)  0.17
H (0.229, -3.524, 1.888)  0.13
H (-1.564, 3.683, -2.641)  0.08
O (2.731, 2.621, -1.025)  0.18
F (1.325, 0.041, 0.766)  0.16
H (-1.503, -3.398, 2.155)  0.13
H (-1.928, 2.371, -1.514)  0.07
H (-1.148, 3.866, -0.954)  0.08
F (0.493, -1.614, -1.805)  0.17
H (0.853, 3.461, -2.223)  0.12
C (-0.377, -1.918, 3.190)  -0.06
H (0.109, -0.973, 2.968)  0.07
H (-1.325, -1.691, 3.689)  0.08
O (0.627, 1.800, -0.991)  0.03
F (-1.302, -0.509, -1.309)  0.16
C (-0.813, -1.736, -1.526)  -0.55
C (-1.202, 3.139, -1.767)  -0.06
F (3.376, 0.734, 0.755)  0.18
H (0.195, 2.059, -3.004)  0.13
C (0.184, 2.616, -2.064)  -0.21
C (1.866, 1.946, -0.562)  -0.40
C (-0.983, -2.653, -0.299)  -0.41
C (2.105, 1.125, 0.713)  -0.55
O (-0.708, -2.009, 0.818)  0.03
F (-1.420, -2.243, -2.586)  0.18
H (0.199, -2.447, 3.952)  0.08
C (-0.594, -2.818, 1.998)  -0.20

Computed properties:
**Total charge**: 0
**HOMO**: -11.359 eV
**E_LUMO**: 0.75 eV
**SMILES**: CCOC(=O)C(F)(F)F.CCOC(=O)C(F)(F)F



It comes down to B, which is 327.7 kJ/mol more stable than the next structure.



A.
Computed, not measured: a cluster of 2 separate species, CHClO2S in total, with the ωB97M-V functional and the def2-TZVPD basis.

Last column: Löwdin charge in e.
Element x y z (Å)
H (-0.291, -1.157, 0.707)  -0.02
C (0.619, 1.205, 1.767)  -0.02
S (-0.953, -1.043, -1.339)  0.46
O (-0.786, -0.569, 0.207)  -0.55
Cl (0.749, -0.369, -2.285)  0.07
O (0.663, 1.934, 0.943)  0.06

Computed properties:
**Total charge**: 0
**HOMO**: -9.314 eV
**E_LUMO**: 0.11 eV



B.
Computed, not measured: a cluster of 2 separate species, CHClO2S in total, with the ωB97M-V functional and the def2-TZVPD basis.

Last column: Löwdin charge in e.
Element x y z (Å)
S (2.095, 1.045, -0.106)  0.34
C (-2.901, -0.648, -0.594)  0.00
Cl (3.266, -0.248, -0.849)  0.15
O (-4.034, -0.722, -0.495)  0.01
H (0.334, 0.194, 0.905)  0.01
O (1.239, 0.378, 1.139)  -0.51

Computed properties:
**Total charge**: 0
**HOMO**: -8.803 eV
**E_LUMO**: 0.52 eV



It comes down to A, which is 16.5 kJ/mol more stable than the next structure.